Molecular formula: C3H12N3O
Method: DFT, ωB97M-V with the def2-TZVPD basis set

Results
ΔE to the lowest compared entry with this formula, charge and spin = 149.6 kJ/mol
Highest occupied orbital energy = -0.5283 Ha
Kohn-Sham gap = 11.455 eV
LUMO level = -2.920 eV
Calculated total energy = -360.7778 a.u.
2S+1 = 1
Net charge = +1

Element x y z (Å)
N  -0.04209  0.92898  -0.10090
H  -0.01260  -1.36395  3.35238
H  -2.44750  -0.21600  -1.91999
H  0.95795  -2.67493  2.59553
N  -0.06056  0.70346  -2.44255
C  -0.65491  0.53870  -1.25403
H  1.04877  2.63984  -0.81717
N  -1.89980  0.12211  -1.14650
H  2.03101  1.17906  -0.61657
H  0.93701  0.57907  -2.46225
H  1.50299  2.26319  0.66993
H  -2.21107  -0.06012  -0.20419
H  0.98033  -1.38666  0.87077
H  -0.59134  0.79672  -3.29096
C  1.17147  1.72503  -0.23639
H  -0.71912  -2.81590  2.35510
H  -0.21568  0.39440  0.74097
O  0.16236  -1.28275  1.35037
C  0.06279  -2.07025  2.55647

Molecular formula: C34H42InN4O8STe
Method: DFT, ωB97M-V with the def2-TZVPD basis set

Results
ΔE to the lowest compared entry with this formula, charge and spin = 0.0 kJ/mol
Highest occupied orbital energy = -0.1589 Ha
Kohn-Sham gap = 6.646 eV
LUMO level = 2.323 eV
Calculated total energy = -2998.1590 a.u.
2S+1 = 1
Net charge = -1

Element x y z (Å)
C  2.39033  -2.18865  -2.23020
C  2.10117  -1.99761  5.27164
O  -0.65284  -2.96294  0.27762
N  -0.66988  5.02496  -3.37856
S  0.51869  0.83614  2.87488
C  -4.54730  1.86219  -0.47235
H  -0.36821  4.81627  -5.48964
C  2.92555  0.74379  2.01456
H  -0.78595  -0.93325  -7.54008
H  1.38733  -4.44044  -1.95390
N  1.61745  1.27350  1.80803
O  2.17067  -1.09674  0.67133
C  0.28302  -0.50116  -5.72566
H  -0.45777  5.99856  -3.23592
C  1.98015  -4.50535  5.38164
H  -0.31051  -3.92758  -2.11308
C  -0.63077  4.34040  -4.56510
H  -6.07576  2.24047  1.03306
C  0.50808  -3.64898  -0.12497
C  -1.30345  5.11345  1.69357
O  -0.75356  0.71077  2.14931
Te  -1.46284  -0.38103  -1.61283
H  -2.01283  -4.09611  -0.83567
H  -2.63796  -2.96486  0.38781
H  2.79414  -2.59595  -3.16955
H  -2.94012  -1.26290  -6.37234
N  -1.20780  2.93760  -2.92554
C  -0.58015  4.00898  1.30818
H  -7.16375  -0.09161  0.79933
C  -0.45610  3.65207  -0.05068
H  1.23475  -0.38023  -6.23077
O  0.46373  1.75024  3.99286
O  0.22835  2.63940  -0.47426
O  3.89059  -1.44799  2.02078
C  -1.10708  4.49220  -1.00050
H  -1.04772  2.21138  -4.91379
H  3.21899  0.78335  3.06987
H  2.46388  -5.12735  4.62867
C  0.89000  -0.75872  3.61950
O  -2.94927  -0.47308  0.78419
H  -0.37113  -1.87830  2.31492
C  -6.09354  0.10397  0.70664
H  2.54663  -1.11193  -2.20007
C  -1.91413  5.93488  0.75205
C  3.01784  -0.73615  1.53771
C  -5.89618  1.54771  0.20626
C  0.65611  -3.13167  3.73975
H  -1.88206  -4.50828  0.89343
C  -1.79959  5.62303  -0.59035
H  -5.69381  -0.57730  -0.04624
C  -1.85123  -3.68392  0.16780
C  -0.84251  -0.82383  -6.46361
C  -0.99968  -0.51356  -3.68853
H  1.11211  -5.04546  5.76072
H  2.14255  0.14547  5.07719
H  -2.41427  1.93851  -0.19016
In  0.44135  0.52430  0.07627
H  2.67859  -4.35675  6.20158
H  1.08058  -0.04825  -3.78894
C  -0.96980  3.05671  -4.25750
H  -2.47477  6.80709  1.06295
C  -2.11824  -0.86110  -4.44217
H  -5.14526  -1.23559  2.12631
O  1.00178  -2.42096  -2.17576
H  -6.12624  0.02393  2.89539
H  1.33190  -3.06495  0.29169
H  -0.09862  3.37106  2.03565
C  -5.43619  -0.18585  2.07489
C  0.65209  -3.68113  -1.65501
C  -2.05122  -1.00691  -5.81077
H  -4.49336  1.58668  2.52257
H  2.79431  -2.01248  6.10099
C  0.32030  -1.92474  3.14646
C  -1.01234  4.12792  -2.40598
N  -4.25817  0.63851  2.25951
C  -3.38092  0.58553  1.18406
H  -3.31883  2.74312  1.10669
C  -3.30071  1.88348  0.43757
C  0.20340  -0.33154  -4.35137
H  3.64825  1.33196  1.43270
H  -4.61640  2.84566  -0.94356
C  1.57230  -3.18654  4.78608
H  -3.05786  -1.01055  -3.92514
H  -4.37244  1.13053  -1.26872
H  -6.66720  1.73442  -0.54802
H  -1.40070  5.35172  2.74725
H  -2.28924  6.24769  -1.33117
H  0.51954  -4.67424  0.28056
H  2.92175  -2.62528  -1.38158
C  1.75429  -0.78739  4.69869
H  0.20598  -4.05087  3.38660

Molecular formula: C4H13N3O2
Method: DFT, ωB97M-V with the def2-TZVPD basis set

Results
ΔE to the lowest compared entry with this formula, charge and spin = 484.0 kJ/mol
Highest occupied orbital energy = -0.3124 Ha
Kohn-Sham gap = 9.270 eV
LUMO level = 0.770 eV
Calculated total energy = -474.7926 a.u.
2S+1 = 1

Element x y z (Å)
H  -1.83139  1.36636  1.40900
N  -0.14678  1.42572  -1.99910
H  0.77213  -0.28888  -0.77149
C  -0.92045  0.05229  -0.00299
H  -0.31954  0.55766  -2.50597
H  1.23805  -3.21137  -0.53413
H  -0.12392  -3.10157  0.60244
H  -0.36709  -2.64549  -1.09245
C  -1.31062  0.40697  1.41075
H  -1.04560  1.91032  -1.97982
H  0.00220  2.82528  0.39400
C  0.74534  2.07485  0.10642
O  1.32604  -1.09787  1.26888
O  -1.69379  -0.44752  -0.81433
N  0.14315  1.00053  -0.67088
H  -0.45807  0.46719  2.08122
H  -2.01333  -0.34717  1.76102
H  2.26102  -1.27852  1.09939
H  1.51755  2.55352  -0.49429
N  0.68506  -1.25338  -0.00947
H  1.19380  1.66661  1.01035
C  0.34625  -2.63555  -0.26857

Molecular formula: C19H40LaNOP3
Method: DFT, ωB97M-V with the def2-TZVPD basis set

Results
ΔE to the lowest compared entry with this formula, charge and spin = 10.3 kJ/mol
Highest occupied orbital energy = -0.6319 Ha
Kohn-Sham gap = 7.706 eV
LUMO level = -9.488 eV
Calculated total energy = -1932.6431 a.u.
2S+1 = 1
Net charge = +3

Element x y z (Å)
C  1.28024  1.64825  2.30386
O  -1.85972  -1.09554  -2.86660
H  1.69288  3.44761  -0.11592
C  0.00589  3.83799  -2.81359
H  -4.01689  -0.41680  -4.33865
H  3.00390  2.57611  -0.90613
C  2.66726  -2.08562  -1.78757
C  -2.27280  -1.68186  -4.14602
C  -0.57386  -4.44439  -0.50526
H  -2.98102  3.16018  -3.14545
C  -1.67811  -3.06985  -5.99286
H  0.22993  3.19633  -3.68387
H  -4.31292  -1.03134  -6.73194
H  0.53207  0.02168  -4.20774
C  -2.63950  -2.41789  -6.76565
H  -0.25670  -4.76225  -1.50281
H  3.72338  0.23037  -3.64505
H  1.95627  -2.70577  -1.21626
C  -1.45789  -2.67704  -4.65678
H  0.24192  -1.60788  -3.61867
H  0.31117  2.15250  2.31450
C  2.46762  2.69412  0.03510
C  3.30385  0.59036  -2.69243
H  2.94486  1.62323  -2.81760
H  -0.15862  -3.82016  1.47287
H  -3.23893  1.67982  -2.15180
H  -2.75289  -2.66754  -7.82336
H  -2.80951  3.65456  -0.03693
C  -3.34653  -1.11856  -4.83282
H  -1.20584  4.39783  0.24568
C  -2.48813  2.25728  -2.74549
H  -2.30258  5.10848  -1.02137
H  1.22665  0.77934  2.96348
C  3.22101  0.18741  1.07161
H  -1.32164  0.58307  3.65688
C  -3.49327  -1.48122  -6.17164
H  3.55272  -1.90268  -1.16290
H  -0.41280  4.79396  -3.15404
N  -1.38288  -0.52300  0.75973
H  1.67984  -1.29018  -4.60898
H  3.79375  -0.17732  0.21599
P  -1.14450  2.98051  -1.68115
C  0.23618  -4.21891  0.53948
H  4.07797  0.57550  -1.90409
H  3.16419  3.04391  0.80078
H  2.96416  -2.60355  -2.71388
C  -1.31492  -0.52912  1.93096
H  -2.18615  1.61776  -3.60840
La  -0.76473  0.28714  -1.38242
C  -1.95849  4.16596  -0.53680
H  1.31873  -4.40705  0.53077
P  1.72060  1.13072  0.60843
H  -2.20188  -0.98092  3.73702
H  0.95582  4.01046  -2.28090
P  1.90074  -0.48400  -2.21724
H  -0.61884  -3.11131  -4.07265
H  -1.64842  -4.30036  -0.40036
C  1.03706  -0.87194  -3.80915
H  -2.63168  -1.16714  -2.26554
H  2.04289  2.33683  2.68969
H  -1.10369  -3.90889  -6.39066
H  3.87314  0.81614  1.69013
H  2.91758  -0.67783  1.66595
H  -0.38662  -0.97558  3.71464
C  -1.30214  -0.47700  3.35215